{"formula": "C14H25NSiW", "method": "ωB97M-V/def2-TZVPD", "elements": ["W", "C", "N", "C", "C", "C", "C", "C", "C", "C", "C", "H", "H", "H", "H", "H", "H", "H", "H", "H", "H", "H", "H", "C", "Si", "C", "C", "C", "H", "H", "H", "H", "H", "H", "H", "H", "H", "H", "H", "C", "H", "H"], "coordinates": [[-0.527, -0.008, 0.337], [0.585, 0.860, -2.460], [-0.751, 0.757, -1.840], [-1.437, 2.056, -1.941], [-1.547, -0.293, -2.529], [-1.029, -1.647, -2.140], [-1.093, -2.732, -2.999], [-0.638, -3.973, -2.569], [-0.113, -4.110, -1.291], [-0.036, -3.011, -0.440], [-0.499, -1.751, -0.844], [0.495, 1.130, -3.517], [1.097, -0.097, -2.384], [1.165, 1.625, -1.947], [-1.564, 2.335, -2.993], [-0.843, 2.819, -1.440], [-2.401, 1.980, -1.447], [-1.521, -0.123, -3.613], [-2.575, -0.165, -2.186], [-1.497, -2.615, -3.999], [-0.689, -4.827, -3.233], [0.244, -5.078, -0.957], [0.379, -3.137, 0.553], [-0.087, 2.275, 2.741], [1.321, 1.049, 2.637], [2.314, 1.074, 4.209], [2.471, 1.656, 1.278], [0.648, -0.561, 2.097], [0.273, 3.265, 3.035], [-0.851, 1.946, 3.451], [-0.602, 2.414, 1.779], [2.682, 2.080, 4.432], [3.176, 0.408, 4.114], [1.723, 0.733, 5.063], [2.800, 2.684, 1.461], [2.004, 1.653, 0.286], [3.361, 1.022, 1.214], [0.082, -1.081, 2.871], [1.501, -1.195, 1.809], [-2.318, 0.172, 0.963], [-2.617, 1.003, 1.610], [-3.087, -0.591, 0.835]], "forces_ev_per_a": [[-0.82, -0.18, 0.09], [-0.13, -0.03, 0.01], [0.15, 0.00, 0.14], [0.07, -0.12, -0.03], [0.07, 0.17, 0.03], [0.00, 0.06, -0.01], [0.02, -0.05, 0.04], [0.01, 0.02, 0.01], [0.01, 0.05, 0.03], [-0.08, 0.01, -0.13], [0.10, -0.15, 0.02], [0.01, 0.02, -0.02], [0.03, -0.02, -0.01], [0.03, 0.02, 0.00], [-0.03, 0.04, -0.01], [0.01, 0.01, 0.02], [-0.03, 0.03, -0.02], [0.00, -0.03, -0.03], [-0.03, -0.04, -0.01], [0.00, -0.01, 0.01], [0.01, 0.00, 0.01], [-0.01, 0.02, -0.01], [-0.01, 0.01, 0.00], [-0.24, 0.27, 0.01], [0.20, 0.23, -0.16], [0.06, 0.00, 0.34], [0.21, 0.13, -0.14], [0.05, -0.31, -0.19], [-0.05, -0.03, 0.05], [0.04, 0.06, 0.02], [0.05, -0.03, 0.00], [0.00, -0.05, 0.00], [-0.02, 0.03, 0.03], [0.04, 0.02, -0.02], [0.04, -0.06, 0.02], [-0.03, -0.02, 0.03], [-0.02, 0.06, 0.00], [-0.01, -0.03, -0.03], [-0.08, -0.07, -0.03], [0.44, -0.02, -0.08], [-0.04, 0.02, -0.03], [-0.01, -0.01, 0.04]], "s_squared": 2.04, "multiplicity": 3, "e_lumo_ev": [0.59, 0.30], "homo_lumo_gap_ha": [0.2701, 0.3019], "homo_ev": [-6.8, -7.9], "de_lowest_ev": 0.000}